The following is a DFT calculation (ωB97M-V/def2-TZVPD) of a molecular structure, C59H50BrClO5P3Ru at a distorted geometry.

Structure (XYZ):
```
120
Properties=species:S:1:pos:R:3:forces:R:3:mulliken_spin:R:1
Ru -0.723 -0.431 1.000 0.983 -0.092 -0.428 0.000
Br 1.588 -1.465 2.090 -1.225 0.450 -0.023 0.000
Cl 3.122 4.242 -9.143 -0.041 0.014 -0.094 0.050
P -0.757 -2.361 -0.572 -0.098 0.053 -0.321 0.001
P 0.443 1.626 0.359 0.253 -0.154 -0.586 0.000
P -2.306 -1.743 2.068 -0.070 -0.432 -0.014 0.000
O 3.928 2.114 -3.960 0.020 0.044 -0.036 0.035
O 0.403 0.015 -2.298 -1.008 -0.714 0.324 -0.001
O -2.438 2.772 -1.859 0.042 -0.126 -0.100 0.000
O 2.809 1.335 -1.091 0.139 -0.291 0.060 0.005
O -1.995 0.835 -0.819 0.282 -0.547 0.673 -0.003
C -6.385 -1.968 1.674 -0.018 -0.060 0.041 0.000
C 2.654 0.758 -2.343 -0.097 0.358 0.058 -0.006
C -1.149 -2.535 -2.358 0.161 0.234 0.046 0.000
C -2.728 -2.129 -4.132 -0.083 0.001 -0.025 0.000
C 1.753 3.415 -1.508 0.299 -0.094 0.228 0.018
C 1.952 4.332 3.063 -0.028 0.049 0.049 0.000
C 3.065 3.654 -7.528 -0.035 0.002 0.139 0.392
C -6.666 -0.878 0.858 0.019 0.033 0.004 0.000
C -2.350 -1.987 -2.807 0.078 0.038 0.088 0.000
C -3.282 -1.222 4.662 0.054 -0.082 -0.029 0.000
C 0.826 -4.644 0.075 0.008 0.001 -0.064 0.000
C -0.734 0.563 2.818 -0.713 0.666 -0.579 0.000
C -4.331 -0.314 0.815 0.031 -0.061 0.051 0.000
C -5.641 -0.042 0.444 -0.106 -0.037 -0.020 0.000
C -0.909 2.798 -0.012 -0.159 -0.361 -0.095 -0.002
C -1.870 2.109 -1.010 0.157 0.171 0.434 0.005
C -5.085 -2.218 2.076 0.020 -0.069 -0.015 0.000
C 0.765 1.908 -3.635 0.484 0.633 1.189 0.063
C -1.908 -2.809 -5.021 0.021 0.017 -0.060 0.000
C -2.329 -1.877 3.887 0.217 0.259 -0.072 0.000
C 2.036 -5.319 0.164 -0.013 -0.060 0.027 0.000
C 1.963 -2.748 -0.859 0.055 0.130 -0.055 -0.003
C 1.900 3.860 -2.748 0.009 0.176 -0.068 0.015
C 1.592 3.067 -3.995 -0.112 -0.433 -0.108 -0.009
C 3.554 3.974 -5.215 0.113 -0.156 0.083 0.306
C -2.085 -1.820 6.661 0.004 0.011 0.052 0.000
C 3.166 -3.430 -0.790 0.019 -0.054 -0.005 0.000
C 2.767 1.995 1.818 -0.029 0.038 0.001 0.000
C 3.588 4.437 -6.481 0.067 0.138 0.085 -0.117
C 1.087 3.674 2.201 0.035 -0.052 -0.058 0.000
C 3.205 -4.719 -0.274 0.055 0.020 0.004 0.000
C -0.695 -3.320 -4.588 0.038 -0.053 0.018 0.000
C 0.190 0.309 3.874 -0.030 0.128 0.121 0.000
C 3.228 3.839 3.287 -0.022 -0.018 0.048 0.000
C 0.776 -3.353 -0.439 -0.059 0.060 0.109 0.000
C -1.762 1.448 3.078 0.235 -0.002 0.200 0.000
C -2.142 -3.507 1.552 -0.043 0.089 0.070 0.000
C 2.564 2.371 -7.260 -0.019 -0.142 -0.014 -0.121
C 1.498 2.512 1.552 -0.010 -0.177 0.047 0.001
C 2.930 2.671 -4.802 -0.062 0.274 -0.311 0.043
C 1.195 1.115 -2.519 -1.001 0.387 -0.677 -0.018
C 1.506 1.979 -1.183 0.611 -0.088 0.036 0.001
C 2.532 1.829 -6.009 0.101 0.085 0.000 0.331
C 1.907 -0.298 6.053 -0.050 0.094 0.080 0.000
C -1.132 -2.475 5.896 0.023 -0.048 0.013 0.000
C -3.162 -1.204 6.044 -0.043 0.022 0.020 0.000
C -2.077 -3.515 0.035 0.164 0.075 0.045 0.000
C 2.108 -0.906 4.802 -0.034 -0.065 -0.294 0.000
C 1.269 -0.594 3.772 0.280 -0.110 0.074 0.000
C -1.019 1.865 5.325 -0.095 0.099 0.082 0.000
C 0.033 0.942 5.144 0.022 -0.127 -0.218 0.000
C 3.628 2.659 2.676 0.021 -0.030 0.036 0.000
C -1.252 -2.501 4.517 -0.096 -0.099 -0.045 0.000
C -4.043 -1.401 1.634 0.043 0.144 -0.019 0.000
C -0.312 -3.184 -3.261 -0.141 0.031 -0.006 0.000
C -1.896 2.116 4.310 -0.049 0.004 0.101 0.000
C 2.059 0.407 -5.874 0.062 0.062 -0.006 -0.012
C 3.777 0.840 -3.304 -0.036 0.144 0.049 0.008
C 0.901 0.612 6.209 0.076 -0.035 0.077 0.000
H 3.086 1.084 1.329 0.024 0.006 0.028 0.000
H -7.184 -2.623 1.996 -0.001 0.014 0.030 0.000
H -3.524 0.300 0.436 -0.010 0.052 -0.007 0.000
H 1.974 4.053 -0.659 -0.057 0.079 -0.034 0.001
H 4.610 2.250 2.872 0.027 0.024 -0.028 0.000
H 2.903 -0.290 -5.889 -0.015 -0.015 0.003 0.026
H -1.126 2.348 6.289 -0.005 0.019 0.003 0.000
H -3.013 -3.119 -0.370 0.029 -0.031 -0.048 0.000
H 1.503 0.242 -4.950 -0.019 -0.108 -0.018 -0.002
H -1.488 2.966 0.899 0.116 0.044 0.008 0.000
H 3.727 0.033 -4.035 -0.058 0.078 0.042 -0.004
H 4.708 0.753 -2.740 -0.069 -0.135 0.016 0.000
H -5.855 0.818 -0.176 0.028 -0.024 -0.057 0.000
H -0.041 -3.836 -5.280 -0.016 0.008 -0.010 0.000
H 0.098 4.079 2.035 -0.017 -0.013 -0.015 0.000
H -0.284 -2.951 6.371 0.007 -0.012 0.003 0.000
H -0.495 -3.003 3.926 0.039 0.033 0.008 0.000
H 2.911 -1.616 4.651 0.014 -0.006 0.044 0.000
H 2.556 -0.560 6.878 0.006 0.043 0.021 0.000
H -2.512 1.630 2.313 0.022 0.005 -0.008 0.000
H -0.537 3.747 -0.396 -0.107 0.000 0.008 0.000
H -1.217 -3.895 1.986 -0.033 0.003 0.034 0.000
H -1.947 -4.518 -0.375 0.019 0.051 -0.060 0.000
H -0.293 1.901 -3.872 0.131 -0.609 -0.685 -0.003
H -3.910 -0.695 6.638 0.008 0.017 0.008 0.000
H 4.075 -2.958 -1.142 -0.019 0.022 0.018 0.000
H 2.060 -6.321 0.574 0.006 -0.010 -0.007 0.000
H -3.665 -1.709 -4.474 -0.004 0.019 0.015 0.000
H 1.409 0.153 -6.711 -0.007 -0.026 0.000 0.006
H 0.740 1.092 7.167 0.015 0.006 0.014 0.000
H 1.941 -1.739 -1.259 -0.068 0.048 -0.005 0.004
H 4.016 4.525 -4.407 -0.015 0.077 -0.021 0.021
H 2.204 4.887 -2.914 -0.066 0.055 0.103 -0.007
H -0.535 0.297 -2.191 0.390 -0.184 0.083 0.002
H -2.975 -1.429 -2.117 -0.027 0.024 -0.035 0.000
H 2.219 1.775 -8.097 -0.002 -0.009 -0.010 -0.006
H 0.637 -3.583 -2.936 0.016 -0.042 -0.004 0.000
H -1.982 -1.782 7.738 -0.014 -0.021 0.009 0.000
H 3.906 4.371 3.942 -0.002 -0.029 0.040 0.000
H 1.621 5.234 3.562 0.020 0.018 -0.013 0.000
H -4.881 -3.052 2.738 0.008 -0.023 -0.005 0.000
H -0.074 -5.146 0.405 -0.008 0.021 0.011 0.000
H -2.976 -4.105 1.926 0.033 0.017 0.039 0.000
H -7.685 -0.692 0.548 -0.005 0.046 0.004 0.000
H -2.717 2.808 4.456 0.005 0.015 0.015 0.000
H 4.146 -5.251 -0.214 0.001 -0.010 0.010 0.000
H -2.210 -2.935 -6.053 0.000 0.037 -0.010 0.000
H 1.053 3.714 -4.691 -0.021 0.005 0.035 -0.016
H -4.117 -0.725 4.186 0.016 0.048 0.009 0.000
H 4.039 5.394 -6.707 0.009 0.011 -0.001 -0.003
```
Forces are in eV/Å.

- E_tot (eV) = -185241.228
- molar mass (g mol⁻¹) = 1148.39
- energy relative to the best compared isomer or geometry (same formula, charge and spin) (kcal/mol) = 138.64
- highest occupied orbital energy (spin up / spin down) (Ha) = -0.2295 / -0.2366
- frontier orbital gap (spin up / spin down) (eV) = 5.41 / 5.61
- E_LUMO (spin up / spin down) (eV) = -0.83 / -0.82
- 2S+1 = 2